(1)
{
  "formula": "C4H10S",
  "method": "ωB97M-V with the def2-TZVPD basis set",
  "symbols": ["C", "C", "H", "H", "H", "H", "C", "C", "S", "H", "H", "H", "H", "H", "H"],
  "positions_angstrom": [[-0.4457, -2.5770, 0.4253], [0.6126, -2.1292, 1.0742], [-1.4060, -2.1070, 0.5743], [-0.3732, -3.3923, -0.2762], [0.5609, -1.2676, 1.7204], [1.5947, -2.5862, 1.0074], [-0.7937, 2.2370, -0.1365], [0.5003, 1.5338, -0.4831], [0.4226, 0.5447, -2.0385], [-1.6576, 1.6806, -0.4720], [-0.8564, 3.2231, -0.5946], [-0.8788, 2.4140, 0.9388], [1.3302, 2.2194, -0.6033], [0.8247, 0.8382, 0.2834], [0.5654, -0.6315, -1.4195]],
  "lowdin_charge": [-0.08, -0.09, 0.05, 0.05, 0.04, 0.05, -0.18, -0.60, 0.67, 0.05, 0.07, 0.07, 0.05, 0.04, -0.20],
  "multiplicity": 1,
  "lumo_ev": 1.02,
  "charge": 0,
  "e_above_lowest_kcal_mol": 25.1,
  "total_energy_ha": -556.542029,
  "homo_lumo_gap_ev": 9.95
}

(2)
{
  "formula": "C10H7CoN3O6",
  "method": "ωB97M-V with the def2-TZVPD basis set",
  "symbols": ["O", "C", "Co", "O", "C", "C", "O", "C", "O", "C", "O", "C", "N", "C", "C", "C", "N", "C", "O", "N", "H", "H", "H", "H", "H", "H", "H"],
  "positions_angstrom": [[-3.5661, -0.0006, -0.3185], [-2.4302, -0.0192, -0.2008], [-0.3571, 0.0041, -0.0354], [-0.1238, -0.1413, 2.8505], [-0.1713, -0.1367, 1.6970], [-0.0120, 0.0466, -1.7401], [0.1727, 0.0180, -2.8801], [-0.1903, 1.7127, 0.2477], [-0.1300, 2.8411, 0.4883], [-0.0062, -1.7030, -0.1720], [0.1595, -2.8301, -0.3591], [4.6120, -1.9848, 2.0452], [4.1132, -0.9586, 1.1496], [4.9857, -0.1293, 0.5300], [4.5179, 0.8383, -0.3154], [3.1024, 0.9228, -0.5034], [2.2582, 0.1163, 0.1001], [2.7237, -0.8545, 0.9493], [1.9796, -1.6494, 1.5522], [2.6240, 1.8741, -1.3380], [3.7515, -2.5298, 2.4300], [5.1724, -1.5347, 2.8677], [5.2818, -2.6639, 1.5129], [6.0413, -0.2884, 0.7496], [5.1700, 1.5285, -0.8371], [3.2688, 2.4963, -1.8036], [1.6362, 1.9831, -1.5086]],
  "lowdin_charge": [0.26, 0.09, 0.16, 0.26, -0.16, -0.14, 0.26, -0.14, 0.26, -0.16, 0.26, 0.10, 0.06, 0.13, 0.20, -0.24, 0.21, -0.27, 0.37, 0.38, 0.13, 0.15, 0.15, 0.20, 0.17, 0.18, 0.12],
  "multiplicity": 5,
  "lumo_ev": [-12.74, -17.10],
  "charge": 3,
  "total_energy_ha": -2382.328641,
  "homo_lumo_gap_ev": [3.34, 5.88]
}

(3)
{
  "formula": "C21H62Ba2O19",
  "method": "ωB97M-V with the def2-TZVPD basis set",
  "symbols": ["Ba", "Ba", "C", "C", "C", "O", "C", "C", "C", "O", "O", "O", "H", "H", "C", "O", "H", "H", "H", "H", "C", "O", "H", "H", "H", "H", "C", "O", "H", "H", "H", "H", "C", "O", "H", "H", "H", "H", "C", "O", "H", "H", "H", "H", "C", "O", "H", "H", "H", "H", "C", "O", "H", "H", "H", "H", "C", "O", "H", "H", "H", "H", "C", "O", "H", "H", "H", "H", "C", "O", "H", "H", "H", "H", "C", "O", "H", "H", "H", "H", "C", "O", "H", "H", "H", "H", "C", "O", "H", "H", "H", "H", "C", "O", "H", "H", "H", "H", "C", "O", "H", "H", "H", "H"],
  "positions_angstrom": [[19.2475, 19.8013, 1.7000], [20.6596, 10.4692, 3.2457], [18.9975, 15.0030, 3.3261], [19.5719, 13.6917, 3.0666], [20.5289, 13.5177, 1.7776], [20.8667, 12.3572, 1.4742], [20.8380, 14.7471, 1.0205], [20.3338, 15.9754, 1.4360], [19.4272, 16.0676, 2.6315], [18.9240, 17.1685, 3.0622], [20.7423, 17.0245, 0.7596], [19.3829, 12.7280, 3.7906], [18.2140, 15.1342, 4.0578], [21.5195, 14.6561, 0.1876], [15.7745, 15.9564, 6.0393], [14.5023, 15.9665, 6.6651], [16.5883, 15.4789, 6.5850], [15.6074, 15.4538, 5.0867], [16.0363, 16.9760, 5.7565], [14.4002, 15.2336, 7.2768], [17.4454, 19.6772, 4.9649], [17.3099, 20.2809, 3.7275], [17.7999, 20.4084, 5.6914], [16.4915, 19.2256, 5.2372], [18.1641, 18.8637, 4.8660], [16.5782, 20.8989, 3.7932], [21.9606, 12.5835, 6.1728], [22.2957, 12.0698, 4.8866], [20.8838, 12.7501, 6.2009], [22.3492, 11.8692, 6.8987], [22.4694, 13.5312, 6.3493], [23.2503, 12.1105, 4.7938], [16.4398, 11.9546, 5.3808], [17.6499, 12.5129, 5.8403], [16.0939, 11.1787, 6.0638], [15.7335, 12.7848, 5.3801], [16.3913, 11.5836, 4.3570], [18.0831, 12.9581, 5.1084], [21.7215, 16.0908, -2.5183], [20.9021, 17.1282, -2.0483], [21.9282, 16.0825, -3.5885], [22.6524, 16.2101, -1.9639], [21.3219, 15.1024, -2.2918], [20.8860, 17.0475, -1.0919], [25.1556, 15.7904, 1.0141], [25.5034, 17.2079, 0.8832], [25.6654, 15.3586, 1.8753], [24.0878, 15.5721, 1.0032], [25.3957, 15.2669, 0.0886], [26.4442, 17.3430, 0.7480], [17.3914, 11.2465, 1.0657], [18.3878, 10.3651, 1.5550], [17.2694, 12.0600, 1.7808], [17.7212, 11.6863, 0.1245], [16.4454, 10.7190, 0.9434], [18.4043, 9.5809, 1.0015], [19.7099, 9.7927, 6.9622], [19.4939, 10.2372, 5.6562], [18.7370, 9.8105, 7.4532], [20.1949, 8.8259, 6.8273], [20.3111, 10.4810, 7.5564], [18.7569, 10.8438, 5.7585], [23.8138, 12.8211, -0.3848], [24.4382, 12.0655, -1.3690], [23.9790, 13.8772, -0.5981], [22.7490, 12.5941, -0.3323], [24.1382, 12.6513, 0.6419], [24.3566, 12.4505, -2.2446], [17.5316, 15.4446, -0.4120], [17.7004, 14.7819, -1.6852], [16.4852, 15.4618, -0.1072], [18.0455, 14.8058, 0.3063], [17.8519, 16.4778, -0.2779], [18.3108, 14.0814, -1.4434], [20.2006, 16.1776, 6.5023], [18.9756, 16.7540, 6.2238], [20.9874, 16.7894, 6.0609], [20.3576, 16.0787, 7.5764], [20.2396, 15.2112, 5.9997], [18.8704, 16.6013, 5.2819], [21.5677, 9.2191, -0.2947], [21.0060, 8.7967, 0.9889], [20.9001, 9.1345, -1.1521], [21.7306, 10.2920, -0.1923], [22.3957, 8.5574, -0.5492], [20.7671, 7.8696, 0.9190], [15.8685, 18.1005, 1.1343], [16.5682, 19.2976, 0.8475], [16.4908, 17.4376, 1.7354], [15.0333, 18.3768, 1.7779], [15.4788, 17.6095, 0.2426], [15.9552, 19.7503, 0.2636], [20.2079, 12.0746, -2.2369], [19.6000, 12.9200, -1.2707], [19.8777, 12.2817, -3.2548], [21.2974, 12.0985, -2.2601], [19.9058, 11.0571, -1.9886], [20.1187, 12.9454, -0.4632], [14.8583, 14.7472, 2.4645], [14.2898, 13.8463, 3.4102], [15.4008, 15.4701, 3.0738], [15.6592, 14.3529, 1.8391], [14.1202, 15.2914, 1.8753], [14.5588, 12.9528, 3.1845]],
  "lowdin_charge": [1.95, 2.12, 0.01, -0.29, -0.29, -0.22, 0.03, -0.31, -0.38, -0.18, -0.13, -0.16, 0.12, 0.10, -0.16, -0.10, 0.08, 0.04, 0.06, 0.08, -0.14, -0.27, 0.10, 0.10, 0.06, 0.10, -0.11, -0.26, 0.08, 0.09, 0.09, 0.09, -0.13, -0.13, 0.10, 0.07, 0.08, 0.03, -0.16, -0.12, 0.09, 0.08, 0.06, 0.00, -0.13, -0.13, 0.08, 0.05, 0.06, 0.07, -0.10, -0.25, 0.07, 0.08, 0.10, 0.08, -0.12, -0.32, 0.10, 0.10, 0.08, 0.03, -0.18, -0.09, 0.06, 0.04, 0.09, 0.09, -0.14, -0.09, 0.06, 0.06, 0.07, 0.00, -0.16, -0.12, 0.08, 0.09, 0.06, 0.01, -0.08, -0.28, 0.08, 0.07, 0.10, 0.09, -0.14, -0.27, 0.07, 0.10, 0.10, 0.10, -0.10, -0.14, 0.10, 0.08, 0.07, 0.03, -0.15, -0.10, 0.05, 0.06, 0.09, 0.06],
  "multiplicity": 1,
  "lumo_ev": -5.46,
  "charge": 2,
  "e_above_lowest_kcal_mol": 24.3,
  "total_energy_ha": -2317.296210,
  "homo_lumo_gap_ev": 7.27
}

(4)
{
  "formula": "C5H8FNO",
  "method": "ωB97M-V with the def2-TZVPD basis set",
  "symbols": ["N", "C", "C", "C", "O", "C", "C", "F", "H", "H", "H", "H", "H", "H", "H", "H"],
  "positions_angstrom": [[1.4416, 0.4532, -0.5828], [0.4532, 0.0204, 0.5810], [-0.3601, 1.2946, 0.4887], [-0.9841, 1.0618, -0.7761], [-1.4103, -0.3768, -0.6059], [-0.5298, -1.0139, 0.1370], [-0.2002, -2.3136, 0.4402], [-1.0576, -3.3413, 0.0885], [1.7873, 1.3803, -0.3531], [2.1153, -0.3728, -0.9916], [1.1023, -0.2551, 1.4013], [0.4211, 1.9995, 0.2501], [-1.0396, 1.4261, 1.3048], [-2.0506, 1.4333, -1.0698], [-0.2649, 1.1327, -1.6255], [0.5764, -2.5286, 1.3133]],
  "lowdin_charge": [-0.03, -0.26, -0.16, -0.14, -0.01, -0.31, -0.06, -0.04, 0.05, 0.16, 0.13, 0.11, 0.13, 0.16, 0.12, 0.15],
  "multiplicity": 1,
  "lumo_ev": 0.87,
  "charge": 0,
  "e_above_lowest_kcal_mol": 99.0,
  "total_energy_ha": -425.047306,
  "homo_lumo_gap_ev": 9.38
}

(5)
{
  "formula": "C37H31I2IrN4O6Si",
  "method": "ωB97M-V with the def2-TZVPD basis set",
  "symbols": ["Ir", "O", "C", "O", "C", "C", "N", "N", "C", "C", "O", "O", "H", "H", "H", "I", "C", "C", "C", "I", "C", "C", "C", "C", "N", "C", "C", "O", "H", "H", "H", "H", "C", "C", "C", "C", "Si", "O", "C", "C", "C", "C", "C", "C", "C", "C", "C", "C", "C", "C", "H", "H", "H", "H", "H", "H", "H", "H", "H", "H", "H", "H", "H", "H", "H", "H", "H", "H", "H", "N", "C", "C", "C", "C", "C", "C", "C", "H", "H", "H", "H", "H"],
  "positions_angstrom": [[0.7314, 0.5621, 0.5827], [-2.9754, 2.3316, 4.9234], [-2.3877, 3.3413, 4.3444], [-2.6042, 4.4821, 4.6021], [-1.3371, 3.0728, 3.2982], [-0.5486, 4.0636, 2.7328], [0.1174, 3.5263, 1.7063], [-0.2308, 2.2423, 1.5372], [-1.0371, 1.9005, 2.5240], [-1.3483, 0.4861, 2.6478], [-2.1819, 0.1428, 3.4627], [-0.8388, -0.3137, 1.7846], [-2.7081, 1.5075, 4.5274], [-0.4539, 4.9885, 3.2357], [0.8586, 3.8312, 1.1296], [3.4769, 3.5459, 4.1856], [4.0440, 1.7247, 3.2741], [5.4041, 1.4369, 3.2636], [5.8683, 0.3115, 2.6298], [7.8956, -0.2380, 2.5623], [4.9983, -0.4919, 1.8295], [5.2848, -1.5738, 0.9765], [4.3477, -2.0428, 0.0775], [3.0337, -1.5713, 0.0906], [2.6679, -0.6740, 0.9755], [3.5904, -0.1165, 1.7843], [3.1294, 1.0218, 2.5034], [1.8759, 1.3743, 2.3166], [6.1520, 2.0103, 3.7355], [6.2265, -1.9532, 0.9430], [4.6335, -2.8258, -0.7102], [2.2955, -1.9300, -0.6024], [-0.3057, 1.0069, -5.2512], [0.7798, 0.6530, -4.2417], [1.9952, 1.5855, -4.4073], [1.2705, -0.8126, -4.5215], [0.0561, 0.5436, -2.4191], [1.1918, 0.3326, -1.2476], [-0.9010, 2.0808, -1.8706], [-2.1387, 2.0697, -1.2172], [-2.7562, 3.2475, -0.8510], [-2.2095, 4.4869, -1.1512], [-0.9529, 4.4893, -1.7602], [-0.2800, 3.3080, -1.9982], [-1.1446, -0.9115, -2.2695], [-2.3854, -0.7491, -2.9010], [-3.3672, -1.7171, -2.9479], [-3.1554, -2.9339, -2.2492], [-1.9177, -3.1427, -1.5791], [-0.9532, -2.1159, -1.6100], [0.0375, 0.9054, -6.2761], [-0.6090, 2.0634, -5.1919], [-1.1388, 0.3913, -5.1312], [2.6660, 1.2556, -5.1945], [2.5585, 1.6660, -3.4627], [1.7428, 2.6383, -4.6550], [1.7742, -0.9254, -5.4798], [0.4769, -1.5804, -4.3950], [2.0810, -1.0516, -3.7963], [-2.6597, 1.1203, -1.0671], [-3.7438, 3.1581, -0.3059], [-2.7962, 5.4069, -1.0464], [-0.4471, 5.4354, -1.9931], [0.8052, 3.2525, -2.3501], [-2.5413, 0.1887, -3.4176], [-4.2488, -1.5610, -3.5693], [-3.9377, -3.6479, -2.2024], [-1.6805, -3.9709, -0.9289], [-0.0364, -2.2927, -1.1254], [0.8202, -4.1239, 0.5817], [-0.0891, -4.2533, 1.2984], [-1.3336, -4.4091, 2.0192], [-2.2713, -3.4280, 1.9225], [-3.5136, -3.5332, 2.5705], [-3.7278, -4.5770, 3.4052], [-2.7495, -5.5757, 3.5057], [-1.5793, -5.5695, 2.8376], [-2.0384, -2.5436, 1.3206], [-4.3388, -2.8255, 2.4947], [-4.6184, -4.6383, 4.0328], [-2.9328, -6.3071, 4.2271], [-0.7366, -6.2618, 2.9924]],
  "lowdin_charge": [1.64, 0.17, -0.52, 0.12, -0.01, 0.02, 0.08, -0.09, -0.14, -0.59, 0.09, -0.14, 0.06, 0.14, 0.15, 0.88, -0.61, -0.22, -0.65, 0.91, -0.19, -0.04, -0.02, -0.13, 0.01, -0.14, -0.41, -0.23, 0.07, 0.03, 0.14, 0.09, -0.09, -0.56, -0.10, -0.09, 0.53, -0.49, -0.26, -0.11, -0.10, -0.08, -0.10, -0.13, -0.23, -0.13, -0.07, -0.05, -0.05, -0.10, 0.09, 0.09, 0.04, 0.07, 0.07, 0.08, 0.08, 0.08, 0.08, 0.11, 0.13, 0.11, 0.11, 0.12, 0.09, 0.11, 0.08, 0.08, 0.05, 0.17, -0.16, -0.22, -0.03, -0.06, -0.07, -0.09, -0.02, 0.11, 0.12, 0.12, 0.09, 0.13],
  "multiplicity": 5,
  "lumo_ev": [-0.49, -1.93],
  "charge": 0,
  "e_above_lowest_kcal_mol": 1.8,
  "total_energy_ha": -3088.186622,
  "homo_lumo_gap_ev": [7.61, 6.19]
}

(6)
{
  "formula": "C4H9ClO",
  "method": "ωB97M-V with the def2-TZVPD basis set",
  "symbols": ["C", "C", "C", "C", "H", "H", "H", "H", "H", "H", "H", "H", "H", "O", "Cl"],
  "positions_angstrom": [[-0.8830, 0.1952, 1.2765], [-0.0128, 0.1738, -0.0014], [-0.9382, -0.4357, -1.0043], [1.3611, -0.2142, -0.2071], [-0.0942, -0.1671, 2.3363], [-2.0301, -1.0270, 1.1760], [-1.7265, 1.0556, 1.2182], [-0.6300, -0.2624, -2.1606], [-1.0276, -1.5474, -0.8475], [-1.9181, -0.1910, -0.4441], [1.7804, -0.5583, -1.4009], [1.1832, -1.2597, 0.4354], [2.8613, 1.4701, -0.5042], [2.3675, 0.6712, 0.3494], [-0.2929, 2.0969, -0.2217]],
  "lowdin_charge": [-0.20, -0.87, -0.20, -0.34, 0.17, 0.18, 0.06, 0.14, 0.08, 0.05, 0.20, 0.18, 0.28, -0.22, 0.50],
  "multiplicity": 1,
  "lumo_ev": 0.11,
  "charge": 0,
  "e_above_lowest_kcal_mol": 181.7,
  "total_energy_ha": -692.949060,
  "homo_lumo_gap_ev": 9.77
}

(7)
{
  "formula": "C5H12O2",
  "method": "ωB97M-V with the def2-TZVPD basis set",
  "symbols": ["C", "C", "C", "C", "O", "H", "H", "H", "H", "H", "H", "H", "H", "C", "O", "H", "H", "H", "H"],
  "positions_angstrom": [[0.2106, 2.1675, -0.1056], [0.2628, 0.9510, -1.0301], [1.4260, 0.0331, -0.7422], [1.3589, -1.4121, -0.9612], [1.3219, -0.8756, 0.3595], [1.1772, 2.6841, -0.0722], [-0.0688, 1.8642, 0.9073], [-0.5374, 2.8856, -0.4579], [-0.6767, 0.3903, -0.9519], [0.3654, 1.2745, -2.0743], [2.4109, 0.5017, -0.7973], [0.4248, -1.8528, -1.3105], [2.2611, -1.9744, -1.1970], [-1.9732, -1.2601, 1.4000], [-1.0581, -0.2209, 1.6416], [-2.9792, -0.8381, 1.4784], [-1.8804, -2.0763, 2.1333], [-1.8683, -1.6952, 0.3916], [-0.1776, -0.5466, 1.3887]],
  "lowdin_charge": [-0.09, -0.21, -0.30, -0.10, -0.07, 0.08, 0.06, 0.07, 0.11, 0.12, 0.15, 0.12, 0.11, -0.17, -0.14, 0.08, 0.08, 0.07, 0.04],
  "multiplicity": 1,
  "lumo_ev": 1.06,
  "charge": 0,
  "e_above_lowest_kcal_mol": 48.0,
  "total_energy_ha": -348.128309,
  "homo_lumo_gap_ev": 10.95
}